Record 1
The following is a DFT calculation (ωB97M-V/def2-TZVPD) of 5 unconnected molecules or ions with the total composition C42H66ClNO18S2 at a distorted geometry.

Summary:
maximum force = 2.35 eV/Å
structure (SMILES) = CCCCc1cc(Cl)c2c(c1OCCOCC)C(=O)C(CCCSC(=S)N1CCOCC1)=C(O)C2=O.CCOC(=O)OC.CCOC(=O)OC.CCOC(=O)OC.CCOC(=O)OC
energy relative to the best compared isomer or geometry (same formula, charge and spin) = 72.0 kcal per mole
net charge = 0
multiplicity = 1
total energy = -117157.291 eV

Each line ends with the Mulliken charge.
Geometry (Å):
Cl (2.588, 6.476, -5.967)  -0.21
S (1.732, -2.435, -0.032)  -0.08
S (0.934, -2.210, -2.884)  -0.20
O (6.515, 3.042, 2.149)  -0.55
O (5.606, 2.330, 4.100)  -0.36
O (4.868, -6.500, 5.327)  -0.32
O (-10.105, 6.187, -4.132)  -0.55
O (7.515, 3.350, 4.158)  -0.34
O (-2.045, 2.734, -3.507)  -0.51
O (1.305, -9.799, 3.294)  -0.29
O (4.220, -5.340, 7.035)  -0.34
O (-11.301, 5.932, -2.223)  -0.36
O (1.548, -12.004, 2.835)  -0.56
O (4.105, -7.601, 7.153)  -0.56
O (-9.574, 4.666, -2.540)  -0.35
O (-4.769, 5.405, -1.613)  -0.25
O (0.928, 4.293, -7.178)  -0.49
O (0.497, -7.278, -0.979)  -0.40
O (-1.132, 4.622, -1.446)  -0.49
O (1.563, -10.402, 1.232)  -0.25
O (1.322, 1.387, -6.595)  -0.56
N (0.835, -4.638, -1.364)  0.12
C (2.059, -5.468, -1.374)  -0.37
C (1.151, -3.213, -1.371)  -0.22
C (-8.511, 4.213, -3.380)  -0.63
C (0.533, 6.291, -2.330)  0.98
C (0.394, -12.062, -0.103)  -1.14
C (-13.214, 6.402, -3.647)  -1.09
C (3.720, -5.243, 8.376)  -0.17
C (4.823, -5.490, 9.385)  -1.08
C (1.351, 6.361, 0.057)  -0.56
C (-12.210, 6.953, -2.654)  -0.18
C (-10.304, 5.654, -3.070)  0.77
C (1.398, 6.724, -3.403)  -0.58
C (-0.270, 5.060, -2.462)  0.53
C (0.782, 3.858, -6.069)  -0.27
C (4.851, 0.436, 2.777)  -0.98
C (0.512, 7.179, -1.031)  -1.19
C (1.485, -10.853, 2.488)  0.68
C (4.494, 1.779, 3.383)  -0.15
C (0.623, 2.320, -5.805)  0.22
C (-5.654, 5.737, -0.541)  -0.09
C (-2.312, 5.474, -1.560)  -0.36
C (-0.889, -0.029, -3.153)  -0.40
C (-0.169, 1.895, -4.781)  0.13
C (3.738, 5.391, -0.604)  -0.98
C (0.083, -4.972, -0.133)  -0.70
C (2.912, 6.617, -0.051)  -0.42
C (1.128, -10.142, 4.669)  -0.69
C (5.147, -7.766, 4.729)  -0.50
C (8.620, 3.941, 3.475)  -0.63
C (-0.163, 4.284, -3.680)  0.27
C (4.365, -6.583, 6.564)  0.76
C (1.501, 5.948, -4.643)  0.11
C (6.538, 2.924, 3.348)  0.80
C (-0.800, -1.595, -2.978)  -0.71
C (0.715, 4.742, -4.781)  0.33
C (1.721, -11.407, 0.221)  -0.18
C (-0.253, 0.347, -4.541)  -0.48
C (-0.933, 2.944, -3.919)  0.03
C (-5.676, 7.288, -0.212)  -0.98
C (-0.438, -6.476, -0.247)  -0.34
C (-3.627, 4.657, -1.200)  -0.46
C (1.847, -6.870, -0.658)  -0.50
H (-2.283, 6.342, -0.854)  0.05
H (0.696, -4.916, 0.804)  0.32
H (4.564, 5.098, 0.103)  0.24
H (-6.697, 5.518, -0.918)  0.08
H (2.471, -12.143, 0.521)  0.32
H (8.291, 4.730, 2.798)  0.29
H (1.036, 6.754, 1.063)  0.32
H (-4.662, 7.677, 0.049)  0.26
H (-3.570, 4.441, -0.104)  0.30
H (2.878, -5.921, 8.525)  0.30
H (9.275, 4.380, 4.225)  0.22
H (-3.624, 3.688, -1.775)  0.15
H (-12.732, 7.300, -1.762)  0.29
H (4.238, 5.656, -1.576)  0.24
H (2.023, 7.637, -3.283)  0.33
H (1.073, 8.118, -1.253)  0.51
H (9.174, 3.176, 2.931)  0.29
H (-0.834, -0.122, -5.386)  0.28
H (-1.456, -6.466, -0.699)  0.35
H (5.407, -7.592, 3.686)  0.23
H (5.673, -4.831, 9.193)  0.29
H (3.100, 7.551, -0.655)  0.25
H (-1.251, -2.034, -3.914)  0.39
H (-0.527, 7.355, -0.664)  0.14
H (5.193, -6.515, 9.319)  0.30
H (-7.882, 5.043, -3.705)  0.30
H (-11.667, 7.807, -3.064)  0.31
H (3.340, -4.227, 8.492)  0.29
H (2.508, -7.666, -1.071)  0.33
H (1.964, -6.793, 0.460)  0.23
H (0.162, -10.630, 4.810)  0.32
H (5.245, -0.237, 3.542)  0.30
H (0.009, -12.615, 0.755)  0.31
H (2.103, -10.899, -0.665)  0.30
H (-13.717, 5.524, -3.235)  0.29
H (-1.966, 0.296, -3.183)  0.35
H (-2.428, 5.823, -2.615)  0.37
H (1.140, -9.220, 5.247)  0.21
H (5.998, -8.233, 5.226)  0.30
H (1.935, -10.782, 5.025)  0.31
H (-0.751, -4.236, -0.023)  0.46
H (-0.429, 0.529, -2.294)  0.26
H (3.298, 6.855, 0.977)  0.41
H (-12.722, 6.086, -4.568)  0.31
H (-0.352, -11.308, -0.359)  0.28
H (-6.387, 7.427, 0.652)  0.35
H (-5.531, 5.126, 0.386)  0.34
H (-6.102, 7.888, -1.054)  0.25
H (-1.458, -1.948, -2.138)  0.38
H (4.463, -5.319, 10.400)  0.35
H (4.276, -8.420, 4.763)  0.16
H (0.501, -12.755, -0.939)  0.38
H (5.624, 0.541, 2.015)  0.31
H (-13.962, 7.155, -3.897)  0.35
H (-8.917, 3.680, -4.240)  0.35
H (-0.472, -6.853, 0.817)  0.22
H (3.975, -0.024, 2.317)  0.26
H (1.150, 5.270, -0.062)  0.35
H (3.133, 4.468, -0.780)  0.28
H (3.690, 1.650, 4.109)  0.30
H (-7.898, 3.524, -2.801)  0.20
H (4.136, 2.479, 2.626)  0.25
H (2.343, -5.716, -2.437)  0.30
H (2.962, -4.976, -0.923)  0.31
H (0.795, -0.047, -4.664)  0.35
H (2.213, 1.390, -6.189)  0.36

---

Record 2
The following is a DFT calculation (ωB97M-V/def2-TZVPD) of 9 unconnected molecules or ions with the total composition H18O9 at a distorted geometry.

Summary:
maximum force = 2.74 eV/Å
structure (SMILES) = O.O.O.O.O.O.O.O.O
energy relative to the best compared isomer or geometry (same formula, charge and spin) = 64.4 kcal per mole
net charge = 0
multiplicity = 1
total energy = -18719.342 eV

Each line ends with the Mulliken charge.
Geometry (Å):
O (-1.573, -3.479, -0.252)  -0.68
O (-1.658, -1.097, -1.616)  -0.77
O (2.449, 3.332, -0.739)  -0.66
O (-1.345, 2.654, 1.257)  -0.65
O (-0.476, -0.090, 0.633)  -0.82
O (3.145, -0.938, 3.151)  -0.59
O (0.863, 1.034, -1.465)  -0.71
O (1.233, -1.875, 1.517)  -0.84
O (-2.967, 1.453, -0.941)  -0.63
H (1.915, 4.059, -1.087)  0.30
H (-2.372, -3.725, -0.666)  0.28
H (-3.896, 1.244, -1.060)  0.29
H (0.172, -0.632, 1.060)  0.43
H (-1.061, -0.738, -0.925)  0.47
H (-1.126, -0.979, -2.445)  0.33
H (1.989, 2.488, -0.890)  0.38
H (-1.991, 2.769, 0.553)  0.32
H (1.535, -1.808, 0.634)  0.33
H (0.965, 0.758, -2.372)  0.27
H (3.986, -1.347, 3.035)  0.31
H (-1.397, -2.595, -0.550)  0.39
H (0.075, 0.482, 0.133)  0.38
H (2.561, -1.336, 2.562)  0.42
H (1.685, 0.696, -1.074)  0.38
H (-1.149, 1.748, 1.261)  0.35
H (-2.455, 0.683, -1.153)  0.43
H (0.895, -2.760, 1.440)  0.32

---

Record 3
The following is a DFT calculation (ωB97M-V/def2-TZVPD) of 12 unconnected molecules or ions with the total composition C5H37N2O11S at a distorted geometry.

Summary:
maximum force = 8.25 eV/Å
energy relative to the best compared isomer or geometry (same formula, charge and spin) = 187.1 kcal per mole
net charge = +1
multiplicity = 1
total energy = -42112.174 eV

Each line ends with the Mulliken charge.
Geometry (Å):
S (-1.409, -3.165, -3.202)  -0.17
O (2.298, 1.832, -2.733)  -0.75
O (-0.060, 2.281, -2.389)  -0.61
O (-1.739, 3.200, 0.098)  -0.61
O (1.985, -3.740, 0.400)  -0.58
O (1.849, -0.338, 2.808)  -0.58
O (3.139, -1.252, -0.253)  -0.64
O (-2.402, 0.166, -2.996)  -0.57
O (-1.473, -3.194, 1.912)  -0.59
O (-3.762, -0.157, 0.818)  -0.65
O (-2.067, -0.036, 2.903)  -0.50
O (-0.088, 1.063, 4.673)  -0.64
N (0.544, -0.607, -0.971)  0.35
N (1.778, 1.418, 0.228)  0.33
C (0.269, 1.348, 0.478)  -1.64
C (0.226, -1.187, -2.246)  -0.36
C (2.521, 2.664, 0.813)  -0.89
C (-0.476, -0.043, -0.028)  0.54
C (-1.049, -1.834, -1.992)  -0.38
H (1.030, -1.965, -2.536)  0.32
H (-0.534, 2.788, -2.934)  0.23
H (-2.045, 2.795, 0.954)  0.32
H (-0.168, 2.115, -0.148)  1.25
H (-2.295, -0.763, 3.547)  0.34
H (-3.299, 0.808, 0.792)  0.27
H (-1.453, -4.045, 1.867)  0.23
H (2.059, 1.515, -0.873)  0.49
H (-2.648, -0.169, 2.231)  0.28
H (2.762, -3.188, 0.457)  0.26
H (-1.168, -2.280, -0.982)  -0.40
H (2.137, 0.529, 0.619)  0.25
H (-0.880, 1.566, 4.435)  0.40
H (3.895, -1.842, 0.060)  0.32
H (1.312, -1.000, 3.297)  0.28
H (1.801, -3.866, 1.387)  0.32
H (-0.621, -4.152, -2.574)  0.16
H (-1.365, 0.288, -0.576)  0.13
H (3.204, -0.329, -0.581)  0.23
H (0.125, 0.756, 3.787)  0.23
H (-4.746, -0.058, 0.955)  0.27
H (3.129, 2.203, 1.643)  0.35
H (-2.473, 2.859, -0.305)  0.30
H (-0.463, 1.400, -2.292)  0.22
H (2.199, 1.233, -3.426)  0.26
H (-0.073, 1.584, 1.510)  0.11
H (-0.759, -0.762, 0.877)  -0.57
H (1.973, 3.628, 1.151)  0.29
H (-2.038, -1.400, -2.103)  0.40
H (-3.285, 0.447, -3.428)  0.26
H (3.090, 3.117, -0.039)  0.34
H (1.410, 2.282, -2.711)  0.41
H (1.117, -1.159, -0.416)  0.24
H (0.282, -0.337, -2.886)  0.27
H (2.110, 0.080, 3.585)  0.27
H (-1.991, -0.296, -3.754)  0.35
H (-1.413, -2.802, 1.088)  0.23

---

Record 4
The following is a DFT calculation (ωB97M-V/def2-TZVPD) of C12H11ClN4O3S in the gas phase at a distorted geometry.

Summary:
maximum force = 1.45 eV/Å
structure (SMILES) = CC(=O)Nc1ccc(S(=O)(=O)Nc2ccc(Cl)nn2)cc1
energy relative to the best compared isomer or geometry (same formula, charge and spin) = 3.0 kcal per mole
net charge = 0
multiplicity = 1
total energy = -48082.257 eV

Each line ends with the Mulliken charge.
Geometry (Å):
Cl (3.671, -3.592, 0.395)  -0.16
S (1.343, 2.651, 0.492)  1.37
O (1.905, 2.487, 1.794)  -0.67
O (1.222, 3.972, -0.047)  -0.72
O (-5.148, -2.076, -0.288)  -0.61
N (1.990, -0.173, 0.294)  0.42
N (2.283, -1.416, 0.523)  -0.99
N (2.366, 1.870, -0.648)  -0.28
N (-3.678, -0.408, -0.226)  -0.18
C (-0.178, 1.756, 0.322)  0.13
C (2.784, 0.589, -0.450)  0.57
C (-2.145, 1.284, -0.934)  -0.83
C (-4.036, -1.713, 0.021)  0.69
C (3.969, 0.081, -1.028)  -0.59
C (3.376, -1.945, 0.026)  0.45
C (-0.532, 0.823, 1.276)  -0.33
C (-1.696, 0.097, 1.118)  -0.21
C (-0.981, 2.009, -0.772)  -0.68
C (-2.501, 0.298, -0.006)  0.39
C (-3.005, -2.633, 0.617)  -1.20
C (4.278, -1.230, -0.778)  -0.44
H (0.115, 0.677, 2.124)  0.45
H (-0.688, 2.771, -1.477)  0.43
H (-2.000, -2.372, 0.300)  0.46
H (-3.063, -2.599, 1.703)  0.26
H (-3.244, -3.647, 0.307)  0.32
H (-4.371, 0.075, -0.787)  0.21
H (-1.990, -0.606, 1.878)  0.40
H (4.599, 0.713, -1.636)  0.36
H (2.972, 2.492, -1.160)  0.24
H (5.165, -1.702, -1.170)  0.39
H (-2.784, 1.467, -1.785)  0.35

---

Record 5
The following is a DFT calculation (ωB97M-V/def2-TZVPD) of a molecular structure, C22H19N2OS2TaTe at a distorted geometry.

Summary:
maximum force = 1.28 eV/Å
energy relative to the best compared isomer or geometry (same formula, charge and spin) = 0.0 kcal per mole
net charge = +2
multiplicity = 1
total energy = -58650.727 eV

Each line ends with the Mulliken charge.
Geometry (Å):
Ta (-1.378, -0.195, -1.372)  1.23
Te (-2.672, -0.058, 0.998)  0.14
S (1.343, 3.675, -1.135)  -0.04
S (-0.716, 1.906, -2.184)  -0.38
O (-0.822, -1.901, -1.795)  -0.67
N (1.181, 1.142, -0.381)  -0.59
N (0.529, -0.074, -0.473)  0.05
C (2.373, -0.820, 0.943)  -1.29
C (2.511, 3.622, 0.260)  -0.89
C (0.806, -2.478, -0.157)  0.08
C (-3.709, -1.527, -1.424)  -0.12
C (1.181, -1.097, 0.086)  1.46
C (-0.300, -4.182, -1.521)  -0.73
C (-0.103, -2.862, -1.163)  1.06
C (-3.591, 0.892, -1.693)  -0.22
C (-3.649, -0.245, -0.844)  -0.47
C (0.720, 2.074, -1.125)  0.54
C (0.859, 2.861, 4.153)  -0.50
C (2.053, 2.272, 3.763)  -0.72
C (1.270, -4.839, 0.183)  -1.05
C (-3.688, -1.674, -2.811)  -0.36
C (1.482, -3.521, 0.510)  -0.67
C (-3.504, 0.719, -3.075)  -0.51
C (0.185, 3.698, 3.275)  -0.67
C (1.887, 3.345, 1.608)  0.45
C (2.561, 2.511, 2.493)  -0.39
C (-3.532, -0.566, -3.627)  -0.18
C (0.387, -5.172, -0.844)  -0.43
C (0.695, 3.942, 2.008)  -0.20
H (-3.417, 1.586, -3.719)  0.49
H (0.465, 2.685, 5.145)  0.45
H (-0.989, -4.417, -2.320)  0.47
H (-3.551, 1.883, -1.261)  0.45
H (-0.732, 4.181, 3.586)  0.44
H (-3.700, -2.399, -0.783)  0.44
H (3.509, 2.073, 2.201)  0.55
H (3.277, 2.882, 0.033)  0.35
H (2.975, 4.609, 0.221)  0.47
H (0.234, -6.207, -1.115)  0.44
H (-3.726, -2.665, -3.245)  0.45
H (2.210, -1.276, 1.921)  0.50
H (-3.450, -0.692, -4.699)  0.45
H (2.183, -3.288, 1.296)  0.38
H (2.527, 0.243, 1.070)  0.01
H (1.799, -5.615, 0.718)  0.44
H (3.260, -1.282, 0.509)  0.45
H (0.170, 4.611, 1.338)  0.42
H (2.597, 1.638, 4.450)  0.43

---

Record 6
The following is a DFT calculation (ωB97M-V/def2-TZVPD) of C5H8O in the gas phase at a distorted geometry.

Summary:
maximum force = 6.25 eV/Å
structure (SMILES) = C=CC(=C)CO
energy relative to the best compared isomer or geometry (same formula, charge and spin) = 73.2 kcal per mole
net charge = 0
multiplicity = 1
total energy = -7359.079 eV

Each line ends with the Mulliken charge.
Geometry (Å):
O (-1.094, 1.961, 0.243)  -0.61
C (0.024, -0.058, 0.504)  0.73
C (0.619, -1.260, -0.006)  -0.29
C (0.725, -1.575, -1.331)  -0.76
C (-0.326, 0.060, 1.835)  -0.99
C (-0.243, 0.998, -0.442)  -0.14
H (0.705, 1.511, -0.680)  0.29
H (0.747, -1.999, 0.782)  0.29
H (1.083, -2.563, -1.732)  0.24
H (-0.884, 0.990, 1.963)  0.33
H (-0.768, 0.576, -1.322)  0.17
H (-0.806, 3.005, -0.227)  0.35
H (-0.104, -0.655, 2.681)  0.27
H (0.326, -0.990, -2.269)  0.13